Record 1
102
Properties=species:S:1:pos:R:3 method="wB97M-V/def2-TZVPD" lumo_ev=-5.48 total_charge=+1 homo_lumo_gap_ha=0.212 homo_energy_ev=-11.238
C 2.73716 -1.46011 5.29573
C 2.65302 -0.75545 4.05810
C 2.33449 -0.15847 2.59096
C 0.81975 0.12072 2.04109
C 0.23290 1.00224 3.27759
I 1.61134 2.63933 3.98478
C -0.31255 0.42730 4.66293
C -0.37898 1.50789 5.94071
C 0.78016 0.83849 0.46377
C -0.04562 2.23892 0.50750
C -0.23874 3.34980 -0.59055
O 0.61573 4.56674 -0.29380
C -1.71651 4.14783 -0.58281
F -1.68290 5.28516 0.41417
F -2.87890 3.34071 -0.21984
F -1.90006 4.84818 -1.91021
P 2.53030 1.67555 0.15532
O 3.76738 0.40487 -0.10295
Br 2.89223 2.77949 -1.76739
C 0.27960 -0.34271 -0.66659
C -1.22368 0.06808 -1.23353
C -1.47266 0.99848 -2.51257
C -2.44541 0.33099 -3.70741
S -2.00195 0.86453 -5.43763
O -2.34560 -0.27945 -6.46997
O -2.96144 2.05104 -5.81894
O -0.39019 1.33799 -5.68579
C 1.22875 -0.29930 -1.95284
C 0.65342 -1.29224 -3.31286
C 1.85919 -2.34500 -3.98666
O 1.31094 -0.96651 -4.69833
N 0.39525 -1.71857 0.07644
I -0.87976 -3.27090 -0.73333
C 1.46957 -2.67933 -0.20084
C 3.03585 -2.63819 -0.06467
C 4.10413 -2.63571 -1.14835
C -0.01333 -1.28168 1.52034
C 0.38883 -2.48464 2.61309
C -0.48600 -3.83717 2.63962
C -1.22886 -5.04337 2.47341
C -1.54600 -1.01665 1.93096
C -2.87443 -1.78178 1.48304
C -4.03452 -1.41895 2.65075
F -3.56126 -1.39045 0.24162
H 3.07206 -1.93189 6.32437
H 3.13318 0.68983 2.52962
H 2.76186 -0.96178 1.85945
H -0.70752 1.69451 3.00282
H 0.15279 -0.51047 5.14994
H -1.48199 0.18430 4.56328
H -1.16601 1.00733 6.69450
H 0.60033 1.54898 6.57347
H -0.86565 2.53024 5.66887
H 0.46377 2.88230 1.37735
H -1.12049 1.97893 0.93744
H 0.00508 3.13928 -1.71022
H 0.91362 4.94184 -1.19341
H 4.59683 0.80725 0.33815
H -1.94243 0.47954 -0.36720
H -1.87955 -0.86639 -1.59238
H -0.59498 1.48184 -3.08367
H -2.15022 1.92309 -2.17036
H -3.57456 0.68000 -3.53166
H -2.47552 -0.83454 -3.68013
H 0.00941 0.67711 -6.34756
H 1.28821 0.68249 -2.57799
H 2.31354 -0.69783 -1.89763
H -0.53068 -1.70591 -3.28265
H 2.97908 -1.94078 -3.98747
H 1.49604 -3.30608 -4.55554
H 1.20355 -3.71749 0.34630
H 1.38088 -3.01874 -1.35116
H 3.53218 -2.78952 1.01345
H 4.93974 -1.79820 -0.98523
H 4.08712 -3.37837 -2.06061
H 0.30770 -2.10786 3.74324
H 1.53487 -2.80856 2.52948
H -1.79611 -6.07967 2.64845
H -1.84608 0.13116 1.77918
H -1.59036 -1.32589 3.08995
H -2.86642 -2.96976 1.52259
H -3.84291 -2.07808 3.61928
H -4.02110 -0.26096 2.91755
H -5.06979 -1.67818 2.14849
C 3.56536 -6.18055 1.36086
C 3.46312 -5.85208 2.83597
O 2.70974 -4.66219 3.01691
H 4.04182 -5.35906 0.81591
H 4.14729 -7.09313 1.20399
H 2.57047 -6.31735 0.92465
H 4.45805 -5.69458 3.26297
H 2.97603 -6.66319 3.38586
H 1.82542 -4.81531 2.64200
C -4.05830 7.01221 -5.02943
C -2.81326 7.79761 -4.67267
O -2.67415 7.87165 -3.26153
H -4.94738 7.48372 -4.59809
H -4.18250 6.94980 -6.11421
H -4.00631 5.99750 -4.62145
H -2.87891 8.81747 -5.06332
H -1.91839 7.32534 -5.08949
H -2.60821 6.96135 -2.92534



Record 2
105
Properties=species:S:1:pos:R:3 method="wB97M-V/def2-TZVPD" lumo_ev=0.42 homo_lumo_gap_ha=0.358 homo_energy_ev=-9.323
O 3.29575 -3.49490 -0.76003
C 2.93825 -3.28895 -1.90045
O 2.71907 -4.31001 -2.75062
C 2.28661 -3.83247 -4.05320
C 2.13941 -2.31564 -3.76314
F 0.81271 -2.00571 -3.66103
O 2.75789 -2.11337 -2.51003
H 3.12863 -4.09716 -4.70853
H 1.32328 -4.30641 -4.43644
H 2.62063 -1.60861 -4.48126
O -2.72776 6.38996 3.60003
C -3.04028 5.79437 2.62514
O -3.71105 4.67555 2.53556
C -3.89628 4.19991 1.23211
C -3.11099 5.20064 0.37128
F -3.96082 5.65984 -0.60918
O -2.83420 6.29122 1.30697
H -3.60625 3.21211 1.05624
H -4.85358 4.53715 0.92885
H -2.12128 4.95207 -0.04511
O -3.04852 2.17129 -2.56737
C -2.03542 2.07273 -1.90186
O -0.88178 1.57712 -2.32874
C 0.11867 1.43195 -1.29413
C -0.58910 2.16067 -0.12544
F 0.20809 3.27927 0.05830
O -1.90945 2.46877 -0.58343
H 0.21440 0.38835 -1.02366
H 1.05184 1.92965 -1.55822
H -0.53566 1.62885 0.82747
O -2.05224 -0.56432 2.27325
C -3.06677 -1.13488 2.04393
O -3.46988 -2.39175 2.49644
C -4.88352 -2.65437 2.17248
C -5.25977 -1.40419 1.32096
F -6.26495 -0.72865 2.00966
O -4.10541 -0.56046 1.36670
H -4.97364 -3.57600 1.58928
H -5.48809 -2.85449 3.05902
H -5.57326 -1.47931 0.26590
C 2.50204 -0.32938 3.09930
C 3.61437 -0.97893 2.29586
C 3.56623 -0.21380 0.93378
O 2.27581 0.42901 0.87413
C 1.83476 0.69567 2.18885
H 2.86286 0.24164 3.97517
H 1.84739 -1.12185 3.44533
H 3.32937 -2.04418 2.07150
H 4.59026 -0.85976 2.84820
H 3.69870 -0.95126 0.13328
H 4.34393 0.58786 0.79323
H 0.75983 0.60151 2.17929
H 2.15375 1.72041 2.45793
C 0.13658 2.77279 5.28986
C 1.19209 3.65028 4.62011
C 2.48718 3.18621 5.30489
O 2.29333 1.86199 5.75087
C 0.91048 1.51023 5.68940
H -0.61285 2.47864 4.58733
H -0.20905 3.25512 6.20550
H 1.14346 4.69212 4.80562
H 1.22286 3.36361 3.56531
H 2.72643 3.82462 6.22875
H 3.41946 3.17550 4.71092
H 0.53282 1.19530 6.69149
H 0.85647 0.71277 4.96565
C 4.99000 1.79808 -3.53976
C 6.22224 1.29506 -4.33643
C 6.49376 -0.04909 -3.65452
O 5.20920 -0.49866 -3.29042
C 4.59474 0.63808 -2.70999
H 4.21915 1.99089 -4.25502
H 5.25455 2.72375 -3.01145
H 7.06274 1.93312 -4.30618
H 5.87876 1.09512 -5.34041
H 7.14432 0.04685 -2.76289
H 6.96355 -0.63949 -4.35661
H 4.89942 0.56280 -1.65135
H 3.52457 0.52029 -2.77809
C -1.46661 -3.98375 -0.32816
C -0.64169 -3.86096 0.99992
C 0.38137 -2.74092 0.72059
O 0.40667 -2.51641 -0.71671
C -0.84316 -2.83745 -1.19272
H -2.53795 -3.85724 -0.10069
H -1.39717 -4.95652 -0.94657
H -0.27439 -4.89066 1.23745
H -1.42528 -3.63707 1.76595
H 1.35139 -3.13321 1.05778
H 0.11991 -1.78015 1.19802
H -0.79063 -3.12718 -2.20697
H -1.48533 -1.89765 -1.11288
C -4.49298 -2.14127 -3.91870
C -3.40691 -1.22700 -3.34810
C -3.96445 -0.87144 -1.97611
O -4.36592 -2.21695 -1.53469
C -4.98594 -2.86008 -2.60737
H -4.11851 -2.85177 -4.67051
H -5.27987 -1.49090 -4.33267
H -3.25997 -0.39938 -4.00745
H -2.42649 -1.66961 -3.27627
H -4.74480 -0.15194 -2.03260
H -3.18353 -0.46085 -1.35578
H -6.06444 -2.75357 -2.51836
H -4.65421 -3.85887 -2.59249



Record 3
99
Properties=species:S:1:pos:R:3 method="wB97M-V/def2-TZVPD" lumo_ev=-9.05 total_charge=+3 homo_lumo_gap_ha=0.244 homo_energy_ev=-15.682
Zr 0.17932 0.24096 0.56756
C 0.24756 -0.17306 4.41500
C -0.48170 0.37104 3.21484
C -0.29485 1.70965 2.79836
C 0.74607 2.57072 3.46689
C -1.16442 2.26610 1.82457
C -1.13136 3.73691 1.50605
C -2.18779 1.47396 1.26144
C -3.23820 2.10402 0.38680
C -2.34565 0.12015 1.64040
C -3.57037 -0.62026 1.17387
C -1.47584 -0.43622 2.60579
C -1.71302 -1.82533 3.12133
H 0.89777 -1.00901 4.16073
H -0.48565 -0.54250 5.13355
H 0.84085 0.57857 4.92080
H 0.30381 3.08656 4.32307
H 1.14145 3.33629 2.80548
H 1.59090 1.98987 3.82105
H -1.21463 3.93451 0.43876
H -0.24086 4.23570 1.86726
H -1.98747 4.21949 1.98514
H -2.89445 2.99601 -0.13129
H -4.07368 2.42403 1.01698
H -3.66295 1.40490 -0.33222
H -4.45241 -0.08834 1.53876
H -3.61454 -1.63355 1.55094
H -3.64403 -0.67100 0.08885
H -1.96202 -2.51124 2.31779
H -2.54902 -1.81042 3.82691
H -0.84462 -2.20974 3.64074
C -0.24166 -3.23672 -2.33824
C 0.10435 -1.94338 -1.69668
N -0.58944 -1.46234 -0.69286
O -1.61703 -2.25704 -0.19285
C 1.25530 -1.17854 -2.09755
C 2.12349 -1.49561 -3.26621
N 1.52690 -0.17941 -1.27505
O 2.51202 0.57607 -1.48928
H -1.31614 -3.41282 -2.34649
H 0.24293 -4.04525 -1.77670
H 0.14072 -3.28261 -3.35319
H -1.28346 -3.16800 -0.13085
H 1.54826 -1.87681 -4.10684
H 2.87841 -2.24200 -3.00583
H 2.65480 -0.59672 -3.57279
N -0.88242 1.25595 -1.55045
N -0.12448 2.31389 -2.09040
C 0.93210 2.76484 -1.40126
N 1.76391 3.63423 -1.91313
N 0.97593 2.25905 -0.14082
N 2.16100 2.16099 0.49080
O 2.10789 1.17743 1.27362
O 3.08452 2.89883 0.38005
H -0.88696 0.48239 -2.21125
H -1.83950 1.57783 -1.42257
H -0.34756 2.66219 -3.01269
H 1.73114 3.88695 -2.89103
H 2.54748 3.96244 -1.36599
C 0.50671 -5.73272 0.81442
C 1.71406 -5.79148 1.74496
C 1.34358 -5.70359 3.22420
C 0.90410 -4.30955 3.66204
N 2.03122 -3.37296 3.72491
C 2.38949 -2.43150 2.83502
Se 1.40652 -2.11488 1.24547
N 3.55224 -1.88436 3.20771
C 4.37943 -0.94782 2.43402
C 5.08126 -1.59037 1.24431
C 5.98307 -2.77871 1.58480
C 5.25071 -4.11097 1.71925
C 3.96042 -2.47768 4.40013
C 5.08551 -2.27828 5.19903
C 5.18263 -3.06037 6.32951
C 4.20279 -4.01062 6.66153
C 3.09381 -4.21514 5.86996
C 2.99640 -3.42489 4.72576
H 0.81612 -5.81389 -0.22856
H -0.04646 -4.79247 0.93406
H -0.18374 -6.55253 1.01554
H 2.42771 -4.99993 1.49064
H 2.24330 -6.73007 1.57624
H 2.18186 -6.02627 3.84472
H 0.52016 -6.38883 3.44021
H 0.45698 -4.32953 4.65697
H 0.17569 -3.89661 2.96846
H 5.11306 -0.55414 3.13502
H 3.75270 -0.11913 2.11978
H 5.67611 -0.79328 0.79171
H 4.34209 -1.88544 0.49438
H 6.55175 -2.56526 2.49504
H 6.72533 -2.87407 0.79120
H 4.58755 -4.14936 2.58812
H 5.96091 -4.92955 1.82922
H 4.65438 -4.31318 0.82559
H 5.85106 -1.55532 4.95576
H 6.03815 -2.94300 6.98024
H 4.32694 -4.59844 7.56055
H 2.34765 -4.95375 6.12828



Record 4
114
Properties=species:S:1:pos:R:3 method="wB97M-V/def2-TZVPD" lumo_ev=-10.52 total_charge=+2 homo_lumo_gap_ha=0.071 homo_energy_ev=-12.446
C 6.16489 -1.80152 3.14688
O 5.23257 -2.11619 2.05327
C 4.63412 -0.90984 1.46167
C 2.96531 -0.96507 1.52271
C 2.38142 -1.93227 0.33496
C 0.76459 -2.19699 0.38292
C 0.29852 -3.50383 1.25744
C -0.38040 -3.10374 2.73183
C -2.01612 -3.31073 2.76215
C -2.84577 -2.34849 1.72631
P -2.65325 -0.46010 2.07839
P -2.28972 1.69076 2.32500
O -3.65302 2.54373 2.33342
O -1.34376 2.20027 0.91559
O -1.31727 1.94227 3.75364
H 5.94307 -0.79206 3.70428
H 7.27733 -1.80256 2.75773
H 6.09860 -2.65561 3.97030
H 5.00026 0.10503 1.95397
H 5.01815 -0.86333 0.33711
H 2.62510 0.16771 1.44236
H 2.68499 -1.32616 2.60511
H 2.94622 -2.97098 0.24342
H 2.60549 -1.36981 -0.69217
H 0.42947 -2.41649 -0.74180
H 0.12375 -1.28451 0.75622
H -0.53995 -4.06984 0.62581
H 1.16588 -4.28840 1.43586
H 0.06305 -3.91466 3.48730
H -0.01429 -2.06246 3.12205
H -2.47080 -3.13726 3.85148
H -2.20320 -4.43126 2.39789
H -2.40172 -2.56454 0.64051
H -3.99789 -2.65482 1.67207
H -1.79753 -0.75302 3.23053
H -2.15327 -0.33242 0.71805
H -4.09192 -0.31129 2.31284
H -0.72894 1.43650 0.63567
H -0.44524 2.32654 3.38605
C 2.73520 1.82298 -3.55101
C 3.08708 1.15541 -2.43874
C 4.59709 1.05683 -2.24393
O 5.14068 0.55170 -1.25660
C 5.48054 1.59644 -3.31099
C 5.12806 2.25281 -4.43044
C 3.62041 2.44514 -4.57106
O 3.08145 3.08187 -5.48166
O 5.88317 2.71333 -5.34116
O 2.32909 0.62603 -1.56904
H 1.68133 1.95419 -3.76981
H 6.53281 1.41986 -3.12013
O 4.07589 -0.96982 -4.37522
C 3.32175 -1.91952 -4.24283
O 2.13417 -1.87165 -3.57085
C 1.57114 -3.18173 -3.52109
C 2.20591 -3.93111 -4.66320
C 3.57651 -3.30816 -4.74577
H 1.80791 -3.62701 -2.54907
H 0.48416 -3.12021 -3.62748
H 2.22566 -5.01335 -4.50989
H 1.65503 -3.73063 -5.59021
H 4.28950 -3.80384 -4.08113
H 3.94929 -3.29345 -5.77253
Be 3.80808 -1.43325 -1.81363
F 6.20808 0.62925 0.83012
O 1.30348 -5.84408 -6.00716
C 0.26754 -5.94620 -6.65796
O 0.26811 -5.71691 -7.98987
C -0.84658 -5.96645 -8.86495
C -1.82090 -4.80549 -8.84402
C -1.03557 -6.23702 -5.97188
H -1.32237 -6.92355 -8.63041
H -0.43182 -6.06765 -9.87431
H -2.24605 -4.65069 -7.84973
H -2.64134 -4.97801 -9.54745
H -1.31235 -3.87519 -9.11806
H -1.42682 -5.31411 -5.53645
H -0.85295 -6.96614 -5.17533
H -1.78928 -6.68059 -6.62150
C -1.21547 5.47477 3.35181
C -0.07828 5.32070 2.55945
C 1.04365 6.11744 2.78595
C 1.03180 7.06240 3.81232
C -0.10411 7.21382 4.60709
C -1.22937 6.42347 4.37455
H -2.09086 4.85600 3.17278
H -0.06668 4.57959 1.76415
H 1.92715 6.00178 2.16406
H 1.90778 7.68000 3.99214
H -0.11259 7.94915 5.40794
H -2.11609 6.54553 4.99036
C -5.80745 6.79047 0.05611
O -6.77809 7.06279 -0.63890
N -5.77869 5.83740 1.05179
C -4.58763 5.57385 1.83183
C -6.97827 5.07422 1.32771
H -4.84387 7.31162 -0.07071
H -4.29912 4.52794 1.69444
H -4.80785 5.75863 2.88702
H -3.76121 6.21821 1.51941
H -7.27513 4.53747 0.42144
H -7.78142 5.76230 1.60848
H -6.80435 4.36095 2.13792
Be -1.68142 4.51797 5.41126
N -3.53546 0.79785 6.72540
S -3.75561 0.82312 8.28017
O -2.83260 0.04838 9.10314
O -5.12572 0.91464 8.76968
F -3.24075 2.30785 8.59581
S -3.90373 -0.60302 6.11425
O -3.42320 -0.79470 4.74651
O -5.24017 -1.13312 6.35641
F -2.97551 -1.62807 6.91092
Mg 2.51858 2.81595 -0.45510